Density functional theory data (ωB97M-V with the def2-TZVPD basis set) for a structure of composition C3H2BiO4 in a non-equilibrium geometry.

```
! wB97M-V def2-TZVPD RIJCOSX def2/J DEFGRID3
* xyz 1 1
O -1.49548 0.07496 2.09827
C -2.29544 0.48939 2.84080
O -3.06059 0.87765 3.60060
O 0.87822 -1.75506 -0.47299
C 1.44054 -1.29926 -1.52843
C 1.20323 0.20007 -1.72896
O 0.44249 0.87429 -0.78323
Bi -0.10851 -0.36326 0.55849
H 0.76853 0.27339 -2.75245
H 2.22701 0.62782 -1.83209
*
```

Computed properties:
Energy above the lowest of the compared OMol25 structures with the same formula, charge and spin ... 0.000 eV
LUMO (alpha / beta) ... -6.473 / -6.880 eV
Molar mass ... 311.02 Da
F_max ... 3.8 eV/Å
HOMO (alpha / beta) ... -12.86 / -11.98 eV
Energy ... -17160.68257 eV
Gap between HOMO and LUMO (alpha / beta) ... 6.3881 / 5.1007 eV

Results of the Mulliken charge analysis, in e, for atoms 1 through 8: -0.3905, 0.7006, -0.2104, -0.4045, -0.1207, -0.1293, -0.5457, 1.4209